(1)
Molecular formula: C41H56AsF6N7O4PSSbSn
Method: DFT, the ωB97M-V functional and the def2-TZVPD basis

Each line ends with the Löwdin charge.
Element x y z (Å)
Sb1 0.4399 -3.4236 -3.0005  1.522
Sn1 -0.1436 0.2893 -0.2113  1.336
As1 1.5603 -3.2002 1.5308  1.269
S1 -3.2601 0.7440 -2.0562  0.664
P1 -2.3889 -1.3896 1.6347  1.057
F1 -0.7728 -4.6380 -2.0413  -0.447
F2 0.7391 -1.6529 -0.1666  -0.603
F3 1.9013 -4.0815 -1.8356  -0.456
F4 0.5936 -4.7267 -4.3371  -0.377
F5 -0.8271 -2.3109 -4.0240  -0.454
F6 1.8844 -2.3963 -3.8878  -0.462
O1 0.0016 1.9502 -2.1438  -0.159
O2 4.7638 4.2360 3.4655  -0.047
O3 6.0595 3.0032 -2.8394  -0.042
O4 0.7608 -0.5528 2.2580  -0.069
N1 -2.8213 2.2835 -4.1529  0.103
N2 -2.8224 1.5855 1.3485  0.055
N3 0.7936 1.7434 -4.2599  -0.118
N4 1.0934 2.0050 1.0798  -0.009
N5 0.8566 3.7985 -3.1480  -0.135
N6 -3.7994 3.3257 -2.3626  0.087
N7 2.1529 0.5956 -0.9041  0.010
C1 -4.0730 1.8923 3.4080  -0.043
C2 -3.8727 -2.8670 -1.8392  -0.071
C3 -3.5748 -1.8672 0.3409  -0.410
C4 -2.4731 -5.2626 3.0719  -0.069
C5 3.1820 -3.0440 0.5196  -0.191
C6 0.5235 2.4658 -3.1436  -0.504
C7 -1.5924 -5.1869 4.1401  -0.079
C8 -4.6544 1.3880 4.5587  -0.081
C9 1.4070 -1.4975 2.6106  -0.485
C10 2.1001 -4.4670 2.9025  -0.210
C11 -2.1782 -2.9101 2.6280  -0.394
C12 0.2228 0.4093 -4.4089  -0.052
C13 4.1137 1.9356 -0.9974  0.063
C14 0.7440 4.5080 -1.8865  -0.040
C15 -5.2361 -2.6167 -1.7619  -0.073
C16 0.5416 2.5481 2.1631  -0.106
C17 -1.2882 -2.8432 3.7048  -0.134
C18 5.8787 1.6022 -2.7532  -0.197
C19 3.7803 0.1946 -2.5936  0.025
C20 -3.4327 1.0486 2.5027  -0.332
C21 2.2051 -1.4947 3.8827  -0.035
C22 -2.7701 -4.1298 2.3214  -0.082
C23 4.5629 1.2309 -2.1129  -0.160
C24 0.0507 -4.1279 0.8124  -0.185
C25 -1.0045 -3.9682 4.4630  -0.105
C26 1.8838 2.0509 -5.1682  -0.048
C27 2.5792 -0.0851 -1.9613  -0.118
C28 -3.0469 -2.4828 -0.7958  -0.143
C29 3.3930 4.5238 3.6496  -0.202
C30 -3.3612 -0.3281 2.7682  -0.314
C31 2.9127 1.5827 -0.4100  -0.192
C32 2.5860 3.6302 2.7504  -0.161
C33 -4.9431 -1.6190 0.4094  -0.087
C34 1.2483 3.3685 3.0209  0.012
C35 2.3766 2.2526 0.8043  -0.202
C36 -5.7681 -1.9912 -0.6428  -0.077
C37 -4.6236 0.0246 4.8113  -0.084
C38 -3.3032 2.1832 -2.8984  -0.945
C39 -3.9841 -0.8177 3.9158  -0.084
C40 0.6445 4.6318 -4.3225  -0.054
C41 3.1563 3.0569 1.6217  0.066
H1 -0.2044 0.3056 -5.4098  0.104
H2 -1.9806 -2.6683 -0.8738  0.060
H3 5.4551 3.3567 -3.5001  0.093
H4 -0.6194 -3.4515 0.3017  -0.007
H5 -3.9576 -1.8804 4.1202  0.105
H6 3.3862 -4.0123 0.0679  0.049
H7 -3.0043 3.0866 -4.7303  0.108
H8 5.2867 4.8051 4.0379  0.101
H9 3.9749 -2.7732 1.2173  0.046
H10 3.0557 -2.3066 -0.2617  0.014
H11 1.5253 2.2932 -6.1716  0.095
H12 -0.1382 5.3658 -4.1103  0.091
H13 -1.3721 -6.0692 4.7266  0.110
H14 4.7023 2.7598 -0.6193  0.126
H15 2.5305 1.1736 -5.2470  0.090
H16 -3.4544 -4.2036 1.4854  0.114
H17 5.9718 1.1150 -3.7272  0.127
H18 4.2019 3.2228 1.4119  0.120
H19 6.6948 1.2382 -2.1268  0.137
H20 3.1705 5.5652 3.3861  0.139
H21 -5.8848 -2.9036 -2.5793  0.108
H22 -0.2912 4.7971 -1.6752  0.096
H23 -5.0933 -0.3813 5.6969  0.105
H24 -3.0242 2.5721 1.2475  0.085
H25 -0.5554 0.2469 -3.6682  0.054
H26 -4.1249 2.9550 3.1960  0.108
H27 -3.4439 -3.3407 -2.7123  0.110
H28 3.0858 -4.2481 3.3067  0.041
H29 -0.8453 -1.8873 3.9692  0.101
H30 4.0733 -0.4036 -3.4473  0.130
H31 1.8569 -2.2777 4.5572  0.080
H32 1.9504 -0.8852 -2.3274  0.070
H33 0.3210 4.0303 -5.1665  0.081
H34 -5.3651 -1.1384 1.2839  0.105
H35 -0.4362 -4.6365 1.6432  0.028
H36 3.2547 -1.7029 3.6617  0.091
H37 -2.5269 1.4327 -4.6005  0.089
H38 -0.4986 2.2962 2.3410  0.102
H39 1.3585 5.4070 -1.9357  0.095
H40 3.0806 4.3706 4.6871  0.130
H41 -4.0360 4.1073 -2.9519  0.101
H42 1.3636 -4.4975 3.7048  0.013
H43 0.7619 3.7822 3.8947  0.125
H44 -4.3340 3.2179 -1.5187  0.087
H45 -6.8308 -1.7932 -0.5869  0.106
H46 -5.1477 2.0600 5.2488  0.107
H47 2.1112 -0.5208 4.3578  0.095
H48 -2.9374 -6.2070 2.8197  0.114
H49 -3.0876 1.1255 0.4779  -0.030
H50 1.5502 5.1737 -4.6024  0.093
H51 2.4720 2.8837 -4.7911  0.081
H52 1.0944 3.8808 -1.0725  0.067
H53 -0.3372 -3.8976 5.3139  0.107
H54 2.1245 -5.4481 2.4276  0.056
H55 0.4592 -4.8325 0.0884  0.049
H56 0.9795 -0.3687 -4.2974  0.055

Summary:
**Spin multiplicity**: 2
**Net charge**: +1
**LUMO energy (alpha / beta)**: -2.8123 / -2.8123 eV
**HOMO (alpha / beta)**: -9.5 / -9.8 eV
**HOMO-LUMO gap (alpha / beta)**: 6.6 / 7.0 eV

---

(2)
Molecular formula: C18H16Cl2N6
Method: DFT, the ωB97M-V functional and the def2-TZVPD basis

Each line ends with the Löwdin charge.
Element x y z (Å)
Cl1 2.3432 1.5156 -2.6847  0.759
Cl2 -1.7219 1.8014 0.6085  0.847
N1 -0.2827 -1.1689 -0.0698  -0.060
N2 -4.0040 -3.4747 -1.2783  0.042
N3 3.6204 0.0689 5.2693  0.143
N4 1.0597 -0.6365 1.7125  0.238
N5 3.8201 1.4715 3.5869  0.135
N6 2.3407 -0.2552 3.4776  0.210
C1 0.0276 2.3729 -3.4154  -0.123
C2 -1.9534 2.4751 -2.0172  -0.078
C3 -2.5099 -3.1869 -1.0654  -0.205
C4 -2.4798 -1.8516 -0.3761  -0.259
C5 -1.3457 2.6643 -3.2655  -0.075
C6 0.6995 -0.3251 0.5530  -0.261
C7 -1.8356 -1.9919 -1.6729  -0.198
C8 2.5362 1.2275 1.6390  -0.130
C9 -1.1991 1.8431 -0.9609  -0.613
C10 3.1541 0.5065 4.0561  -0.565
C11 2.0117 0.0874 2.2836  -0.289
C12 -1.4566 -1.5620 0.6719  -0.175
C13 0.6640 1.7019 -2.4044  -0.627
C14 1.9639 1.6295 0.4406  0.026
C15 0.1603 1.3993 -1.1618  -0.247
C16 0.9877 0.8749 -0.1126  -0.205
C17 3.4622 1.9691 2.3509  0.021
C18 -0.3461 -1.8613 -1.3661  -0.095
H1 -2.2544 -1.3566 -2.4236  0.134
H2 -1.8631 -0.7339 1.3711  0.106
H3 3.8816 2.8459 1.9183  0.115
H4 -2.9949 2.7929 -1.6842  0.122
H5 -4.1361 -4.2176 -1.9476  0.048
H6 0.2413 -1.1753 -2.0720  0.133
H7 2.1949 2.5007 -0.1092  0.114
H8 0.3691 2.4982 -4.4305  0.104
H9 3.1842 -0.7371 5.5788  0.061
H10 -3.3836 -1.2401 -0.2353  0.149
H11 -1.2932 -2.4618 1.3129  0.126
H12 4.4623 0.5005 5.6943  0.120
H13 0.0947 -2.9484 -1.3931  0.146
H14 -1.8967 -3.9871 -0.6010  0.152
H15 -1.8557 3.0927 -4.1381  0.110
H16 -4.4669 -2.6677 -1.6396  0.046

Summary:
**LUMO energy**: -0.1285 eV
**Structure (SMILES)**: Nc1ncc2cc(-c3c(Cl)cccc3Cl)c(N3C[C@@H]4[C@@H](N)[C@@H]4C3)nc2n1
**HOMO**: -8.1 eV
**HOMO-LUMO gap**: 8.0 eV

---

(3)
Molecular formula: C28H77N7O7
Method: DFT, the ωB97M-V functional and the def2-TZVPD basis

Each line ends with the Löwdin charge.
Element x y z (Å)
O1 1.8371 -0.8522 7.3918  -0.204
O2 -3.3521 -0.7113 -0.7383  -0.282
O3 -2.1449 1.3058 -5.3142  -0.185
O4 -2.0956 4.2926 -0.7397  -0.188
O5 2.9687 -4.8714 -0.0933  -0.180
O6 0.6585 -0.7659 0.9806  -0.269
O7 5.5040 1.0531 -0.6043  -0.215
N1 0.1061 -2.7871 1.1658  0.046
N2 3.3194 3.7183 0.9207  0.024
N3 -0.8507 -0.5821 -3.6647  -0.019
N4 -0.3451 2.1972 -0.6829  -0.073
N5 -2.8315 -3.9247 1.1030  0.066
N6 -1.6186 0.3284 -1.5683  0.014
N7 -0.9864 1.2878 6.1730  0.029
C1 3.7413 2.3747 0.4283  -0.351
C2 -3.6908 -1.8686 0.0032  -0.127
C3 0.3405 -0.2456 4.8216  -0.075
C4 -2.1754 -0.7397 -4.2109  -0.336
C5 -0.8979 4.4570 -1.4894  -0.173
C6 2.6957 1.8511 -0.6067  -0.079
C7 1.1235 0.3674 7.2815  -0.199
C8 0.7702 0.3950 -1.7766  -0.087
C9 -0.2795 3.0867 -1.8280  -0.350
C10 -2.4749 2.6575 -5.6076  -0.081
C11 -2.5042 -2.8012 0.2964  -0.437
C12 2.9932 -0.8005 8.2506  -0.088
C13 2.2206 -6.0868 -0.3162  -0.091
C14 0.9201 -3.4581 0.1517  -0.329
C15 -1.8907 -3.3390 -0.9469  -0.062
C16 -3.0206 -1.7061 -3.3460  -0.020
C17 1.0851 -2.5082 -1.1112  -0.047
C18 -2.9349 5.4444 -0.7063  -0.103
C19 -2.8611 0.6661 -4.3214  -0.220
C20 0.8755 -0.5022 2.3713  -0.116
C21 -0.4224 0.0965 0.4790  -0.080
C22 6.7971 0.9650 -1.2634  -0.088
C23 -1.0020 2.4466 -2.9900  -0.075
C24 -0.0587 0.1680 6.3037  -0.383
C25 -0.3887 -0.1772 -0.9997  -0.395
C26 2.3235 -3.9099 0.6785  -0.197
C27 5.2189 2.3964 -0.1744  -0.176
C28 -4.4824 0.1464 -1.0439  -0.009
H1 -0.3731 -1.4017 -4.0116  0.120
H2 3.6319 4.5122 0.3801  0.055
H3 1.0650 0.4707 4.4343  0.075
H4 1.3390 0.4194 2.7234  0.100
H5 -0.3994 -1.2670 -1.0219  0.059
H6 3.6774 1.7605 1.3264  0.122
H7 -3.5300 2.8771 -5.7706  0.093
H8 1.0524 1.3320 -1.2965  0.012
H9 -0.5479 1.4840 -3.2250  0.055
H10 -5.3180 -0.4581 -1.3966  0.102
H11 -2.5137 -3.9615 -1.5891  0.102
H12 5.2460 2.9978 -1.0830  0.110
H13 6.7690 0.1086 -1.9371  0.081
H14 -3.4498 -1.2610 -2.4483  0.049
H15 -4.7747 0.7356 -0.1747  0.105
H16 2.9391 0.8020 -0.7747  0.079
H17 -1.0664 -3.9962 -0.6701  0.065
H18 -1.0448 4.9091 -2.4703  0.120
H19 7.0452 1.8687 -1.8201  0.080
H20 -3.8499 -2.0267 -3.9764  0.089
H21 -0.2656 1.1497 0.7119  0.116
H22 -1.7780 1.0894 5.5779  0.067
H23 1.7568 1.1640 6.8911  0.126
H24 -2.3745 0.0352 -0.9660  -0.048
H25 -4.2077 -1.6656 0.9411  0.129
H26 2.8844 -6.9188 -0.5513  0.086
H27 -1.4948 -2.5262 -1.5558  0.051
H28 1.6515 -1.6115 -0.8596  0.057
H29 -3.8888 0.5422 -4.6630  0.133
H30 -2.6108 -2.6591 -3.0116  0.056
H31 0.3843 -4.3790 -0.0784  0.083
H32 1.3542 -1.3861 2.7928  0.101
H33 7.5410 0.7163 -0.5064  0.081
H34 -2.3232 6.3430 -0.6257  0.080
H35 0.7646 -2.1108 1.5251  0.003
H36 -0.9183 3.1377 -3.8287  0.071
H37 -1.2412 2.3978 -0.2625  0.097
H38 -0.2468 5.0952 -0.8919  0.123
H39 1.5013 -6.0106 -1.1315  0.077
H40 1.6831 1.8614 -0.2035  0.051
H41 -3.5643 5.6379 -1.5749  0.080
H42 -3.1347 -3.7586 2.0520  0.081
H43 -2.9072 1.2027 -3.3737  0.074
H44 0.8787 -1.1845 4.6919  0.090
H45 1.5574 -6.3289 0.5142  0.085
H46 -1.7836 -0.0226 -2.5009  0.010
H47 2.9771 -0.1094 9.0933  0.086
H48 -4.1770 0.8146 -1.8490  0.087
H49 -1.4109 1.4545 7.0741  0.064
H50 2.7559 2.4668 -1.5042  0.101
H51 -2.1038 -1.0573 -5.2512  0.141
H52 -0.3660 0.0236 -4.3114  0.096
H53 -2.0279 -4.5294 1.1958  0.076
H54 1.6501 -0.2465 -1.7267  0.080
H55 0.5663 0.4155 -2.8471  0.078
H56 -2.0496 2.3497 -2.7047  0.083
H57 -0.0639 -0.5322 2.9234  0.045
H58 2.3404 3.6724 0.6766  0.044
H59 2.2790 -4.4409 1.6294  0.121
H60 -4.4499 -2.4115 -0.5600  0.130
H61 -1.8846 3.0122 -6.4526  0.096
H62 -0.5469 -0.7555 6.6153  0.123
H63 1.8178 -2.8003 -1.8635  0.092
H64 0.2000 -2.1898 -1.6620  0.036
H65 0.7524 3.2653 -2.1302  0.132
H66 3.1706 -1.8008 8.6455  0.080
H67 -3.6107 5.4574 0.1488  0.084
H68 -0.4783 -0.2387 4.1022  0.057
H69 5.9902 2.7594 0.5049  0.117
H70 -1.6916 -2.2618 0.7831  0.068
H71 -0.5922 -2.1909 0.7452  0.004
H72 3.8090 -0.6533 7.5428  0.085
H73 -0.4786 1.2942 -1.1151  -0.052
H74 -1.3201 -0.2951 0.9574  0.135
H75 0.7866 0.5780 8.2965  0.120
H76 2.9315 -3.0158 0.8163  0.131
H77 -2.0798 3.1855 -4.7397  0.040

Summary:
**LUMO energy**: 0.4933 eV
**HOMO**: -7.1 eV
**HOMO-LUMO gap**: 7.6 eV

---

What is the formula in the third record? C28H77N7O7